No. 1
This record from the OMol25 dataset describes C34H41N12O2PbS2 as an isolated structure at a distorted geometry. The level of theory is ωB97M-V/def2-TZVPD.

Total charge: +1
E_HOMO, eV: -9.85
LUMO, eV: -2.71
Energy, hartree: -3116.803692

Geometry as XYZ:
```
92
Properties=species:S:1:pos:R:3:forces:R:3:nbo_charge:R:1
Pb -1.50944 -1.08582 -0.47209 -0.19 0.20 -0.13 1.416
N 2.45850 -2.54534 -3.21944 -0.25 0.13 0.06 -0.788
C 1.26639 -2.07550 -2.76909 0.07 -0.07 -0.11 0.318
S 1.38914 -1.19629 -1.18232 -0.13 -0.14 -0.29 0.169
N 0.21274 -2.32678 -3.46439 0.19 -0.05 0.09 -0.381
N -1.01423 -1.95560 -2.95592 0.44 0.19 0.27 -0.300
C -1.91810 -1.80139 -3.82915 -0.56 0.11 -0.11 0.103
C -3.29494 -1.36548 -3.47018 0.25 0.08 0.16 0.143
C -4.25338 -1.28373 -4.46492 -0.06 -0.01 -0.19 -0.209
C -5.51258 -0.79284 -4.14773 -0.05 -0.01 -0.09 -0.143
C -5.77150 -0.38893 -2.85149 -0.07 0.03 -0.05 -0.235
C -4.76242 -0.51675 -1.90835 0.23 -0.14 0.04 0.073
N -3.55941 -1.00287 -2.20252 0.05 -0.10 -0.21 -0.481
H 3.29955 -2.35678 -2.71119 0.07 0.01 0.03 0.411
H 2.49875 -3.03782 -4.09793 -0.04 0.04 0.05 0.417
H -1.68922 -1.94760 -4.88488 -0.06 -0.03 0.03 0.201
H -4.01169 -1.59019 -5.47697 -0.03 0.04 0.09 0.231
H -6.27725 -0.71732 -4.91142 0.05 0.00 0.04 0.234
H -6.73212 0.02343 -2.57168 0.05 -0.03 0.00 0.236
H -4.92132 -0.21988 -0.87465 0.03 -0.05 -0.10 0.211
N -0.63221 3.28915 1.60586 -0.99 -0.56 0.77 -0.775
C -0.83470 1.97595 1.51469 -0.19 0.23 -0.12 0.351
S 0.51709 0.98465 0.80127 -0.13 -0.04 -0.07 0.165
N -1.88193 1.45793 2.08220 0.14 0.07 0.14 -0.400
N -2.29381 0.21158 1.73279 0.47 -0.11 -0.33 -0.286
C -2.95339 -0.44696 2.59588 -0.35 -0.29 0.06 0.049
C -3.62364 -1.72325 2.23889 0.15 0.09 -0.19 0.152
C -4.29675 -2.42934 3.22363 -0.03 0.00 0.20 -0.218
C -4.95524 -3.59982 2.88491 -0.06 -0.08 0.04 -0.144
C -4.93928 -4.02724 1.56796 -0.04 -0.06 0.05 -0.246
C -4.24951 -3.26100 0.64175 0.16 0.16 -0.05 0.059
N -3.59793 -2.14518 0.96070 -0.16 0.17 0.28 -0.480
H 0.12725 3.70242 1.08323 0.59 0.13 -0.07 0.425
H -1.40576 3.85764 1.91521 -0.06 -0.13 0.05 0.410
H -3.08377 -0.06183 3.60766 -0.07 0.01 -0.06 0.199
H -4.30761 -2.05787 4.24287 0.00 -0.05 -0.09 0.231
H -5.48329 -4.16755 3.64098 0.02 0.02 -0.03 0.233
H -5.45147 -4.93012 1.26075 0.02 0.06 0.01 0.235
H -4.22275 -3.54711 -0.40878 0.03 0.03 0.13 0.203
C 2.05658 -2.60437 2.69603 -0.09 -0.14 0.03 -0.415
N 1.68862 -3.79129 1.94180 0.04 -0.03 0.01 -0.451
C 2.14645 -5.05113 2.52480 -0.03 0.12 -0.04 -0.410
C 0.56478 -3.75488 1.14642 0.04 0.25 -0.08 0.644
N -0.35957 -2.84094 1.22095 0.10 -0.08 0.20 -0.895
N 0.47615 -4.73256 0.19475 -0.01 -0.14 -0.11 -0.439
C 1.65791 -5.27615 -0.47014 -0.18 0.07 0.03 -0.413
C -0.77845 -4.92249 -0.51786 0.11 0.07 0.09 -0.402
H 3.13218 -2.61509 2.86906 0.01 -0.03 0.01 0.216
H 1.55821 -2.56163 3.67355 0.00 0.02 -0.04 0.187
H 1.81364 -1.70584 2.13113 0.02 -0.01 -0.03 0.220
H 3.22405 -5.17251 2.40082 0.00 0.02 -0.02 0.204
H 1.64164 -5.89258 2.05929 0.00 0.03 -0.01 0.221
H 1.92220 -5.07160 3.59527 -0.01 0.01 0.01 0.199
H -0.25130 -2.29079 2.07028 -0.02 -0.12 -0.04 0.361
H 2.55900 -4.81663 -0.07576 0.00 0.02 0.03 0.223
H 1.60409 -5.06278 -1.54180 -0.01 0.01 0.01 0.201
H 1.72621 -6.35848 -0.34312 -0.01 -0.01 0.01 0.203
H -1.61114 -4.71432 0.15154 0.03 0.01 -0.02 0.227
H -0.84201 -5.95915 -0.85344 0.03 0.04 0.00 0.209
H -0.85538 -4.27047 -1.39910 0.01 -0.03 0.05 0.191
C 4.15886 6.68179 2.79676 -0.06 -0.03 -0.07 -0.636
C 3.30963 6.52692 1.55774 0.03 0.02 0.06 -0.014
C 3.15177 7.59655 0.68083 0.01 -0.02 0.01 -0.211
C 2.35821 7.48265 -0.45203 0.01 0.01 0.00 -0.197
C 1.72051 6.28364 -0.72219 -0.04 0.06 -0.03 -0.228
C 1.86845 5.21033 0.14847 0.05 0.06 -0.06 0.109
N 1.15771 4.00025 -0.13579 0.67 0.08 -0.47 -0.707
C 1.84517 2.89999 -0.67362 -0.03 -0.16 -0.02 0.307
C 3.16926 2.88793 -0.84982 0.22 -0.11 -0.17 -0.332
C 3.87200 1.73040 -1.39117 0.04 0.39 0.13 -0.175
C 3.21965 0.66750 -1.83490 -0.28 -0.07 -0.02 -0.231
C 1.72086 0.55444 -1.76209 0.10 -0.04 0.33 -0.313
C 0.96888 1.67422 -0.90961 0.06 0.02 -0.05 -0.274
C -0.40289 1.97342 -1.64161 -0.19 0.11 0.17 0.788
O -0.69000 3.14165 -1.91008 0.19 -0.52 0.10 -0.668
O -1.08431 0.93007 -1.87122 0.04 0.08 0.05 -0.827
C 2.65880 5.31202 1.29558 0.02 -0.08 0.11 0.036
C 2.81749 4.15328 2.25162 -0.01 0.05 -0.02 -0.661
H 4.62301 7.66720 2.82777 -0.03 -0.04 -0.01 0.223
H 4.95344 5.93116 2.83934 -0.05 0.05 -0.02 0.218
H 3.55929 6.56311 3.70470 0.04 0.00 -0.07 0.221
H 3.65893 8.53292 0.89200 -0.05 -0.08 -0.01 0.215
H 2.24418 8.32388 -1.12696 0.01 -0.07 0.06 0.221
H 1.10032 6.16884 -1.60635 0.07 0.00 0.06 0.224
H 0.31530 4.13575 -0.69092 -0.05 0.15 -0.36 0.447
H 3.73520 3.78412 -0.62966 0.00 -0.05 0.00 0.236
H 4.95404 1.76983 -1.47041 -0.12 0.03 0.01 0.225
H 3.75264 -0.15690 -2.29089 -0.05 0.01 0.02 0.203
H 1.27707 0.57592 -2.75643 -0.05 0.11 -0.05 0.262
H 2.31125 3.25466 1.90016 0.02 0.08 0.05 0.221
H 2.41889 4.40583 3.23988 0.03 -0.01 -0.08 0.225
H 3.87377 3.90374 2.39023 -0.06 0.02 -0.02 0.222
```
Forces are in eV/Å.

---

No. 2
This record from the OMol25 dataset describes C20H36AuNO3P2 as an isolated structure at a distorted geometry. The level of theory is ωB97M-V/def2-TZVPD.

Multiplicity: 3
E_HOMO (alpha / beta), eV: -3.74 / -7.40
LUMO (alpha / beta), eV: 0.26 / -0.95
Energy, hartree: -1882.400743

Geometry as XYZ:
```
63
Properties=species:S:1:pos:R:3:forces:R:3:nbo_charge:R:1
C -0.07671 2.77564 -3.25135 1.38 -0.98 1.60 -0.244
C 0.24005 1.97424 -2.15166 1.19 2.02 -1.61 0.139
N -0.67437 1.16269 -1.61873 1.06 -1.59 2.87 -0.635
C -1.80523 0.86522 -2.24910 -1.93 0.40 -2.21 0.128
C -2.14252 1.58245 -3.39499 -0.56 -1.56 1.54 -0.238
C -1.30238 2.58309 -3.88533 -0.67 1.00 -1.21 -0.370
C 1.61012 2.05650 -1.48041 0.43 0.24 -0.60 -0.750
P 1.94458 1.00040 -0.02647 -0.64 -0.56 0.08 0.917
Au 0.05996 -0.40340 -0.07014 -0.39 1.52 -0.01 0.857
P -2.19140 -0.88987 -0.07568 1.25 -0.11 -0.25 0.968
C -2.63589 -0.31161 -1.74791 -0.51 0.06 -0.40 -0.757
C 0.75745 -0.52310 3.38955 -0.35 -0.05 -0.12 -0.211
C 1.56180 -1.54898 2.90551 -0.01 -0.10 0.25 -0.220
C 1.66022 -2.73144 3.64718 -0.13 0.24 0.16 -0.204
C 0.97701 -2.85394 4.86916 -0.15 0.21 -0.36 -0.216
C -0.05054 -1.94104 5.16998 0.28 -0.09 -0.48 -0.225
C -0.19421 -0.79757 4.37367 0.04 -0.36 0.10 -0.226
O -0.91980 6.95562 0.65297 0.27 0.22 0.67 -0.933
O -2.46509 2.46676 1.72558 -1.21 1.41 0.38 -0.925
H 0.66099 3.49581 -3.59265 -0.08 -0.11 -0.13 0.201
H -3.07929 1.31427 -3.86230 -0.06 0.12 -0.27 0.199
H -1.58981 3.17267 -4.75727 0.11 -0.20 0.30 0.203
C 3.46818 0.01765 -0.11983 0.46 0.32 -0.31 -0.957
C 2.29918 2.24734 1.23470 0.15 0.14 0.30 -0.953
H -3.69192 -0.01869 -1.76249 0.00 -0.21 -0.05 0.241
H -2.52564 -1.17445 -2.42765 0.04 0.17 0.20 0.252
H 1.72932 3.07685 -1.13354 0.23 0.29 0.13 0.240
H 2.43907 1.88698 -2.18289 -0.30 0.02 -0.14 0.248
C -2.27416 -2.67125 0.11448 -0.71 -0.53 -0.15 -0.962
C -3.35312 -0.18428 1.08345 -0.44 0.29 0.28 -1.002
H 2.02047 -1.43156 1.91763 0.17 -0.17 0.58 0.229
H 2.26224 -3.54651 3.25711 0.06 0.10 0.24 0.218
H 1.21393 -3.67252 5.55277 -0.31 0.09 -0.36 0.215
H -0.74070 -2.14586 5.98819 0.20 0.11 -0.17 0.216
H -1.09656 -0.18171 4.39713 0.51 0.18 0.65 0.208
H 0.84253 0.48688 2.99865 -0.49 -0.28 -0.46 0.209
H -2.83415 2.25155 2.60811 0.36 0.29 -0.65 0.471
H -0.55736 6.78369 -0.20972 0.06 -0.18 -0.65 0.468
H -0.14335 7.23326 1.16105 -0.34 -0.06 -0.02 0.465
H -3.11629 3.12627 1.35547 1.12 -0.86 0.55 0.484
H 4.32692 0.65741 -0.37369 -0.10 -0.27 0.12 0.224
H 3.62074 -0.44277 0.87118 -0.02 0.28 -0.36 0.249
H 3.36244 -0.80052 -0.84318 -0.15 0.27 0.18 0.286
H 3.25560 2.73295 0.97992 -0.29 -0.05 0.21 0.231
H 1.49376 2.99382 1.23769 0.20 -0.23 0.05 0.253
H 2.36518 1.78005 2.22392 0.12 0.21 -0.18 0.241
H -4.39335 -0.42633 0.80864 0.33 -0.01 0.11 0.231
H -3.12556 -0.57860 2.08582 -0.13 0.10 -0.27 0.241
H -3.19451 0.91376 1.10084 -0.20 -0.96 -0.16 0.297
H -3.25486 -3.06181 -0.17134 0.08 -0.22 0.07 0.223
H -1.47818 -3.15695 -0.45935 -0.20 0.16 0.08 0.266
H -2.09279 -2.87563 1.17753 -0.06 0.03 -0.21 0.253
C 1.21082 -1.57083 -3.17282 -0.05 0.12 -0.21 -0.641
C 0.80579 -2.47684 -2.01863 0.03 -0.26 0.96 0.092
C 1.38925 -3.87257 -2.14058 -0.13 -0.23 -0.31 -0.615
O 1.21465 -2.05142 -0.73874 0.17 -0.10 -0.13 -0.922
H 2.25046 -1.23035 -3.08221 -0.12 -0.15 0.01 0.197
H 0.55996 -0.69642 -3.25690 0.10 0.09 0.17 0.217
H 1.09543 -2.12202 -4.11246 0.14 0.08 0.02 0.207
H -0.30408 -2.53717 -2.04093 0.16 -0.18 -0.21 0.116
H 2.47350 -3.83757 -1.99534 -0.10 0.05 -0.07 0.205
H 0.96699 -4.51798 -1.37059 0.04 0.01 0.06 0.206
H 1.16522 -4.31026 -3.11097 0.06 -0.16 -0.19 0.191
```
Forces are in eV/Å.

---

No. 3
This record from the OMol25 dataset describes an isolated ion of composition C4H9N2 and charge +1 at a distorted geometry. The level of theory is ωB97M-V/def2-TZVPD.

Total charge: +1
E_HOMO, eV: -14.31
LUMO, eV: -4.24
Energy, hartree: -266.965195
SMILES: C[C@@H]1N=C[C@H]1[NH3+]

Geometry as XYZ:
```
15
Properties=species:S:1:pos:R:3:forces:R:3:nbo_charge:R:1
C 0.13976 -1.90720 -0.05039 2.01 1.88 1.15 0.028
C -0.50538 -0.57790 -0.45797 4.13 -1.06 1.08 -0.160
C 0.68886 0.00508 0.50967 0.81 -2.04 -4.57 -0.051
C 1.78784 0.77848 -0.23684 -1.66 -0.16 -0.02 -0.633
N 1.07389 -1.41221 0.69873 -0.46 -0.58 -0.01 -0.282
N -1.73079 -0.20488 0.16784 -2.14 4.23 -1.31 -0.667
H 0.28368 -2.90752 -0.40059 -1.04 -0.65 -0.32 0.240
H -0.27320 -0.34781 -1.50676 -1.28 0.33 0.22 0.266
H -1.61922 0.16496 1.12441 0.22 -0.58 -0.19 0.455
H 2.28237 1.50152 0.33091 0.72 0.89 1.50 0.243
H 1.41250 1.37055 -1.05474 -0.34 -0.13 -0.61 0.220
H 2.50478 0.08889 -0.55197 1.17 -1.01 -0.86 0.242
H 0.43049 0.51316 1.34147 -1.36 1.46 2.98 0.190
H -2.54211 -0.78449 0.15613 -0.70 -1.11 -0.27 0.450
H -2.00230 0.68322 -0.39383 -0.09 -1.49 1.23 0.460
```
Forces are in eV/Å.